Computed, not measured: the molecule C5H11NO, with ωB97M-V/def2-TZVPD.

## Properties
SMILES: C[C@H]1CN1CCO

```
18
Properties=species:S:1:pos:R:3:forces:R:3:mulliken_charge:R:1
C -1.62254 1.41869 1.20746 -0.03 -0.03 0.01 -1.37
C -0.20950 0.96003 0.95540 -0.01 0.20 0.03 0.13
C 0.35393 -0.26856 1.56242 0.07 -0.09 0.23 -0.59
N -0.01114 -0.23678 0.15431 0.00 0.01 -0.11 -0.16
C 1.07472 -0.24446 -0.83148 0.12 -0.02 -0.03 -0.38
C 0.57782 -0.97524 -2.07322 0.18 0.32 -0.14 -0.55
O 0.10406 -2.25489 -1.72742 -0.21 -0.04 0.15 -0.54
H -2.00505 1.99182 0.35590 0.05 -0.08 0.11 0.30
H -1.66760 2.05594 2.09788 0.00 -0.09 -0.13 0.35
H -2.28038 0.55799 1.36206 0.10 0.10 -0.02 0.32
H 0.51225 1.76207 0.78059 -0.10 -0.14 0.01 0.39
H -0.26794 -0.90067 2.19505 0.09 0.12 -0.10 0.24
H 1.41662 -0.27887 1.80596 -0.17 0.02 -0.05 0.27
H 1.39450 0.77675 -1.08518 -0.06 -0.15 0.02 0.29
H 1.94093 -0.78333 -0.42648 -0.11 0.06 -0.05 0.31
H -0.20896 -0.37654 -2.56071 0.09 -0.11 0.08 0.27
H 1.39385 -1.10904 -2.79143 -0.10 0.03 0.10 0.35
H -0.49556 -2.09490 -0.98112 0.07 -0.12 -0.11 0.36
```
Forces are in eV/Å.

---

Computed, not measured: a cluster of 9 separate species, C14H32BCl16N in total, with ωB97M-V/def2-TZVPD.

## Properties
SMILES: CCNB[C@@H](C)CC.ClCCl.ClCCl.ClCCl.ClCCl.ClCCl.ClCCl.ClCCl.ClCCl

```
64
Properties=species:S:1:pos:R:3:forces:R:3:mulliken_charge:R:1
C -2.19433 -3.22334 0.73866 -0.15 0.00 -0.06 -1.04
C -1.67316 -4.50709 0.09237 -0.16 0.32 -0.25 -0.11
N -0.23828 -4.39910 -0.24410 0.25 -0.07 0.35 0.07
B 0.46464 -5.66422 -0.31459 0.06 -0.04 -0.21 -0.13
C 0.51997 -6.53610 -1.62254 -0.20 0.01 0.02 0.34
C -0.50732 -7.68263 -1.61009 0.35 -0.07 0.07 -1.52
C 0.47038 -5.71675 -2.92070 -0.04 -0.29 -0.19 -0.63
C -0.92697 -5.33302 -3.40056 0.06 0.29 -0.11 -0.82
H -2.32938 -3.33561 1.81248 0.13 0.05 0.08 0.32
H -3.16043 -2.94958 0.31704 -0.06 0.02 0.03 0.32
H -1.52035 -2.38969 0.54829 0.04 0.03 0.00 0.08
H -2.23717 -4.68743 -0.82111 -0.01 -0.10 -0.04 0.09
H -1.88488 -5.34420 0.76599 0.06 -0.08 -0.02 0.33
H 0.21737 -3.76746 0.40661 -0.28 -0.16 0.26 0.15
H 1.05762 -6.07944 0.65144 0.19 0.21 -0.03 -0.13
H 1.50195 -7.02005 -1.58873 0.08 -0.02 0.01 0.24
H -0.24772 -8.40006 -0.83156 -0.12 -0.03 0.09 0.40
H -1.52318 -7.33659 -1.42932 -0.09 0.00 -0.09 0.31
H -0.47130 -8.21845 -2.55963 -0.14 -0.03 -0.05 0.40
H 1.08466 -4.82069 -2.82515 0.03 0.05 0.12 0.24
H 0.93795 -6.32088 -3.70422 0.07 0.05 -0.06 0.48
H -1.61258 -5.14592 -2.57970 -0.04 -0.02 0.04 0.02
H -1.36036 -6.09320 -4.04785 -0.09 -0.12 0.09 0.35
H -0.88858 -4.41373 -3.98679 -0.01 0.01 -0.08 0.26
C -1.89120 -1.43490 -2.69600 0.14 -0.14 0.07 -0.06
Cl -1.97951 -0.20115 -1.43185 -0.17 0.13 -0.09 -0.13
Cl -3.40063 -2.34085 -2.84379 -0.02 -0.01 -0.01 -0.16
H -1.68699 -0.94540 -3.64015 -0.05 0.03 0.00 0.41
H -1.10103 -2.13285 -2.43694 -0.02 -0.03 0.05 -0.10
C 1.64879 -0.11983 0.40361 -0.08 0.11 -0.02 -0.04
Cl 1.11095 -1.40124 -0.68800 0.24 -0.05 0.03 -0.08
Cl 2.49844 -0.76893 1.81433 -0.01 0.02 0.02 -0.18
H 2.32375 0.53753 -0.13132 0.03 -0.03 0.00 0.16
H 0.77672 0.42488 0.74804 0.00 -0.03 0.00 0.12
C -0.41974 3.18263 -1.40959 0.00 0.00 -0.09 -0.36
Cl -2.13505 3.21410 -1.00355 -0.09 0.04 0.03 -0.12
Cl 0.59580 3.40903 0.02168 0.03 -0.07 -0.03 -0.09
H -0.19329 2.21777 -1.84959 -0.01 -0.03 0.05 0.27
H -0.21357 3.98736 -2.10505 -0.01 0.05 0.05 0.32
C 2.33740 2.04687 4.81367 0.00 -0.04 -0.04 0.06
Cl 3.39081 3.44671 4.57627 0.04 0.00 0.01 -0.13
Cl 0.79575 2.48667 5.55880 -0.01 -0.01 0.00 -0.16
H 2.13667 1.60310 3.84667 -0.01 0.01 -0.03 -0.07
H 2.84463 1.34472 5.46343 0.00 0.02 0.04 0.30
C -2.89099 6.46249 0.19370 0.00 -0.09 0.03 -0.09
Cl -3.40429 7.63721 1.40920 0.01 0.00 0.01 -0.16
Cl -1.83966 7.17284 -1.03821 0.04 0.02 -0.03 -0.18
H -2.34143 5.67135 0.68795 0.02 0.01 0.01 0.12
H -3.77271 6.06584 -0.29264 -0.01 0.03 -0.02 0.29
C 3.64632 6.71549 2.18703 0.04 -0.08 0.00 0.27
Cl 3.41651 8.45653 1.98093 0.01 -0.02 0.00 -0.18
Cl 2.24362 5.78151 1.65577 -0.05 0.06 0.00 -0.08
H 4.48159 6.39731 1.57563 -0.06 0.14 0.11 -0.23
H 3.82020 6.51220 3.23694 -0.05 0.02 0.02 0.24
C 5.65958 4.46755 -1.34967 -0.04 0.02 -0.03 -0.38
Cl 4.58061 3.10978 -1.01404 -0.02 -0.01 -0.01 -0.05
Cl 6.15561 5.30488 0.12879 0.17 -0.07 -0.11 -0.19
H 6.54831 4.09134 -1.84044 0.02 -0.03 0.04 0.32
H 5.13567 5.17524 -1.97987 -0.03 0.01 0.02 0.27
C -4.33490 4.24971 3.38116 0.05 0.03 0.04 -0.25
Cl -4.81936 3.97526 1.70018 -0.01 -0.05 -0.02 -0.13
Cl -5.35157 5.44959 4.18138 0.00 -0.01 0.01 -0.14
H -4.42392 3.31205 3.91521 -0.03 -0.01 -0.01 0.33
H -3.31143 4.60521 3.38809 0.00 0.04 -0.03 0.21
```
Forces are in eV/Å.

---

Computed, not measured: the molecule C22H28N2O2, with ωB97M-V/def2-TZVPD.

## Properties
SMILES: CC(C)c1ccc(NC(=O)CCCC(=O)NCCc2ccccc2)cc1

```
54
Properties=species:S:1:pos:R:3:forces:R:3:mulliken_charge:R:1
C -6.81053 -1.66388 -1.73416 0.08 -0.18 0.19 -1.46
H -7.05489 -0.65397 -2.05349 -0.04 0.13 -0.06 0.29
H -7.68705 -2.29179 -1.88073 -0.11 -0.04 -0.07 0.44
H -6.00677 -2.03749 -2.36500 0.04 -0.01 -0.11 0.36
C -6.38513 -1.68079 -0.26443 -0.15 0.13 -0.07 0.21
C -5.12042 -0.88345 -0.05895 0.00 -0.19 0.03 0.89
C -3.97144 -1.49353 0.42935 -0.06 0.08 -0.03 -1.07
C -2.81050 -0.77366 0.62860 0.09 0.13 -0.01 -0.60
C -2.76914 0.58910 0.34108 -0.35 -0.11 -0.13 0.76
C -3.91264 1.21015 -0.15173 0.04 0.23 -0.04 -1.10
C -5.06649 0.47532 -0.34471 0.04 -0.22 0.06 -0.08
H -5.94176 0.98009 -0.72590 -0.11 0.07 -0.05 0.28
H -3.89027 2.26259 -0.37966 0.02 0.02 0.00 0.52
N -1.56657 1.25976 0.57617 0.14 -0.34 0.25 0.02
C -1.24639 2.54905 0.30798 0.47 0.07 0.34 0.56
O -1.98106 3.36529 -0.20961 -0.17 0.20 -0.19 -0.67
C 0.18361 2.90054 0.71232 -0.05 0.15 -0.16 -0.84
H 0.47496 2.33931 1.60069 0.02 0.03 0.04 0.36
H 0.20336 3.96603 0.94618 -0.08 -0.09 0.03 0.39
C 1.16873 2.63648 -0.43201 -0.06 -0.05 0.06 -0.60
H 2.15697 2.99835 -0.13526 -0.03 0.04 -0.06 0.37
H 0.84982 3.20527 -1.30764 0.07 0.02 0.01 0.43
C 1.26924 1.15403 -0.82040 -0.03 0.09 0.04 -0.87
C 1.67478 0.31437 0.37549 0.11 0.28 -0.58 0.59
O 0.86284 -0.19114 1.13480 -0.34 -0.25 0.32 -0.80
N 3.00120 0.21561 0.56500 0.43 0.00 0.01 -0.05
H 3.63544 0.62004 -0.10722 -0.18 0.03 -0.05 0.30
C 3.59965 -0.56148 1.62468 -0.05 -0.25 0.22 -0.78
H 2.78021 -0.96060 2.22595 0.13 0.10 -0.01 0.37
H 4.21927 0.09267 2.24772 -0.07 -0.10 0.02 0.40
C 4.45831 -1.70273 1.05904 -0.08 0.25 0.09 -0.99
C 5.58246 -1.14746 0.23083 -0.04 -0.16 0.00 0.37
C 6.75391 -0.70963 0.83674 0.00 0.00 -0.03 -0.31
C 7.76926 -0.14695 0.08449 0.06 0.04 0.05 -0.57
C 7.62459 -0.00929 -1.28594 0.06 0.04 -0.08 -0.43
C 6.46176 -0.44153 -1.89978 0.04 0.07 -0.10 -0.60
C 5.44751 -1.00574 -1.14515 -0.01 -0.04 0.01 -0.22
H 4.54507 -1.35142 -1.63098 -0.08 -0.06 -0.03 0.40
H 6.34414 -0.34099 -2.96888 0.00 0.00 -0.08 0.38
H 8.41692 0.42951 -1.87360 0.07 0.03 -0.05 0.38
H 8.67645 0.18428 0.56794 0.08 0.02 0.04 0.38
H 6.87168 -0.81710 1.90573 0.02 -0.02 0.12 0.39
H 3.82695 -2.35373 0.45218 -0.01 -0.04 0.05 0.32
H 4.85418 -2.28217 1.89398 -0.01 -0.05 -0.01 0.43
H 2.00010 1.04142 -1.62339 -0.02 -0.04 -0.03 0.36
H 0.30097 0.80428 -1.18045 0.10 -0.08 0.00 0.36
H -0.82681 0.66498 0.95193 0.00 0.22 -0.07 0.04
H -1.92421 -1.26086 1.01015 0.11 -0.05 0.04 0.43
H -3.98484 -2.55005 0.65932 -0.01 -0.10 0.02 0.27
C -7.50928 -1.15423 0.63042 0.14 -0.23 -0.04 -1.45
H -7.76503 -0.13134 0.36590 -0.05 0.14 -0.02 0.29
H -7.20120 -1.17104 1.67364 -0.03 0.03 0.11 0.36
H -8.39945 -1.77044 0.52133 -0.14 -0.02 0.01 0.43
H -6.18246 -2.72001 0.01940 0.04 0.09 -0.01 0.38
```
Forces are in eV/Å.

---

Computed, not measured: the molecule C2H5BrCl2Si in a non-equilibrium geometry, with ωB97M-V/def2-TZVPD.

## Properties
SMILES: CC[Si](Cl)(Cl)Br

```
11
Properties=species:S:1:pos:R:3:forces:R:3:mulliken_charge:R:1
C -0.27754 -0.55175 0.50786 0.76 0.34 3.43 -1.29
C 0.63689 -0.29327 -0.59749 -1.23 0.49 -4.36 -0.28
Si 2.44159 -0.37674 -0.23342 0.34 -1.09 0.48 0.69
Cl 2.70388 -1.72486 1.32207 -0.14 0.23 -0.08 -0.26
Cl 3.58758 -1.22404 -1.70347 -0.17 0.39 -0.20 -0.23
Br 3.32264 1.50674 0.46745 -0.11 0.14 -0.17 -0.23
H -0.32615 -1.58662 0.84987 -0.12 0.06 -0.31 0.32
H 0.12471 0.00261 1.35759 0.09 -0.18 0.63 0.32
H -1.22036 -0.08848 0.47697 -1.53 0.12 -0.86 0.39
H 0.35395 0.70003 -1.12223 0.78 -1.25 0.95 0.28
H 0.27663 -1.03627 -1.38886 1.32 0.75 0.48 0.27
```
Forces are in eV/Å.

---

For the records above, the corresponding frontier orbital gap values read 10.487; 9.197; 8.474; 11.474 eV.
For the records above, the corresponding energy relative to the best compared isomer or geometry (same formula, charge and spin) values read 2.047; 0.185; 0.034; 0.072 eV.
For the records above, the corresponding HOMO energy values read -0.344; -0.328; -0.290; -0.403 Ha.